(1)
A molecular structure, C4H6N2O3, computed with the ωB97M-V functional and the def2-TZVPD basis.

```
15
Properties=species:S:1:pos:R:3:forces:R:3
C 0.651 0.861 -0.241 -4.65 -3.84 0.79
C -1.656 -0.273 -0.340 1.68 -0.50 0.14
C -0.282 -0.743 0.260 2.25 3.18 -1.69
C 2.030 1.008 0.100 3.05 -0.44 -0.61
N -0.266 1.550 -0.777 2.57 1.39 -0.12
N -1.490 0.997 -0.842 -0.29 -2.39 1.25
O -2.635 -0.984 -0.303 -0.28 0.42 -0.13
O -0.395 -0.917 1.621 -0.11 0.15 -0.38
O 0.315 -1.859 -0.354 1.26 3.96 -1.09
H 2.168 0.671 1.115 -0.22 0.18 0.70
H 2.499 2.072 0.037 -0.78 -2.04 -0.44
H 2.614 0.087 -0.414 -0.97 2.53 0.50
H -2.124 1.390 -1.468 -1.14 0.84 -0.91
H -1.283 -1.282 1.666 -0.53 -0.22 0.89
H -0.147 -2.579 -0.059 -1.84 -3.22 1.10
```
Forces are in eV/Å.

Computed properties:
* net charge: 0
* multiplicity: 1

Mulliken atomic charge list, values in e, 5 entries: number 1, C, carries 0.535; number 2, C, carries 0.112; number 3, C, carries 0.767; number 4, C, carries -1.026; number 5, N, carries -0.687



(2)
C4H6N2OS in the gas phase, computed with the ωB97M-V functional and the def2-TZVPD basis.

```
14
Properties=species:S:1:pos:R:3:forces:R:3
O 3.428 0.088 -0.028 0.89 0.66 0.19
C 2.278 -0.194 0.128 -0.18 0.29 -0.74
N 1.237 0.754 0.148 3.86 -1.32 0.31
C 0.078 0.293 0.024 -1.18 3.81 -0.23
N -0.834 1.346 -0.051 0.76 -2.39 1.11
C -2.172 0.931 -0.108 -2.68 0.47 -0.21
C -2.253 -0.564 0.387 0.48 -1.46 0.45
S -0.562 -1.228 -0.217 -1.85 -1.86 -0.14
H 2.076 -1.276 0.140 -0.87 -0.18 0.37
H -0.380 2.160 -0.405 -0.44 0.72 -0.07
H -2.513 0.940 -1.187 -0.18 -0.11 1.04
H -2.835 1.653 0.501 0.76 -1.33 -0.89
H -3.139 -1.146 -0.153 2.05 1.21 1.51
H -2.058 -0.881 1.545 -1.43 1.49 -2.70
```
Forces are in eV/Å.

Computed properties:
* net charge: 0
* SMILES: O=C/N=C1/NCCS1
* multiplicity: 1

Mulliken atomic charge list, values in e, 5 entries: number 1, O, carries -0.477; number 2, C, carries 0.078; number 3, N, carries -0.469; number 4, C, carries 0.496; number 5, N, carries -0.198



(3)
C4H6N2OS in the gas phase, computed with the ωB97M-V functional and the def2-TZVPD basis.

```
14
Properties=species:S:1:pos:R:3:forces:R:3
C 1.331 0.115 1.936 1.93 -0.36 -5.24
N 0.180 0.368 1.054 0.97 -0.21 0.58
S -1.059 1.091 1.859 -1.92 2.11 -0.39
C 0.069 -0.497 -0.041 -0.34 -0.11 -2.21
O 0.843 -1.429 -0.237 -0.57 0.89 0.50
C -0.939 -0.089 -1.104 0.43 -0.72 1.19
C -0.889 -0.684 -2.313 -0.39 2.12 2.51
N -0.988 -1.127 -3.402 -1.18 -1.91 0.79
H 1.109 -0.642 2.606 -0.11 -1.19 1.70
H 1.997 -0.306 1.071 -0.26 0.24 2.36
H 1.840 1.001 2.264 -0.41 0.46 0.58
H -1.100 2.424 1.319 0.33 -1.65 0.52
H -1.730 0.603 -0.756 0.43 -0.57 -0.94
H -0.664 -0.828 -4.257 1.10 0.88 -1.95
```
Forces are in eV/Å.

Computed properties:
* net charge: 0
* SMILES: CN(S)C(=O)C=C=N
* multiplicity: 1

Mulliken atomic charge list, values in e, 5 entries: number 1, C, carries -0.830; number 2, N, carries -0.035; number 3, S, carries -0.229; number 4, C, carries 0.744; number 5, O, carries -0.606



(4)
C4H6N2OS in the gas phase, computed with the ωB97M-V functional and the def2-TZVPD basis.

```
14
Properties=species:S:1:pos:R:3:forces:R:3
C -0.095 1.832 1.244 1.36 6.46 -0.51
N -0.071 0.747 1.723 0.83 -8.44 4.59
N 0.287 -0.465 1.091 -2.79 0.01 -0.61
C -0.268 -0.380 -0.231 -0.20 -0.54 -1.03
C 0.799 0.130 -1.160 3.92 3.13 -1.68
O 0.834 0.117 -2.391 -0.44 -0.15 3.09
C -0.662 -1.610 -0.897 -0.04 -4.52 -1.67
S -0.967 -3.200 -0.310 0.60 3.86 -0.99
H 0.184 2.156 0.249 -0.29 0.10 -0.44
H 0.023 2.527 2.127 -0.99 0.48 -1.60
H -0.133 -1.367 1.514 0.71 2.28 -0.01
H -1.222 0.223 -0.393 1.00 0.01 0.56
H 1.785 0.683 -0.531 -2.56 -1.67 -1.56
H -0.495 -1.395 -2.035 -1.11 -1.01 1.85
```
Forces are in eV/Å.

Computed properties:
* net charge: 0
* SMILES: C=NN[C@@H](C=O)C=S
* multiplicity: 1

Mulliken atomic charge list, values in e, 5 entries: number 1, C, carries -0.317; number 2, N, carries -0.370; number 3, N, carries -0.171; number 4, C, carries 0.538; number 5, C, carries -0.031



What are the HOMO energy values for these records? In order: -9.13; -9.33; -9.00; -9.25 eV.